[1]
DFT (ωB97M-V/def2-TZVPD) results for C22H31N4O5S as an isolated structure in a non-equilibrium geometry.

XYZ file:
```
63
Properties=species:S:1:pos:R:3:nbo_charge:R:1
C -2.96 4.42 3.51 -0.27
H -3.03 5.59 3.70 0.22
H -3.93 4.23 2.90 0.17
H -3.22 3.94 4.40 0.20
O -1.86 4.18 2.73 -0.49
C -1.39 2.77 2.59 0.37
C -2.16 1.70 2.71 -0.20
C -2.10 0.39 2.43 -0.15
C -0.77 0.11 2.03 -0.28
C 0.23 1.25 1.98 -0.16
C -0.19 2.33 2.35 -0.23
C 0.78 3.44 2.06 0.66
O 1.83 3.69 2.61 -0.60
N 0.70 4.48 1.22 -0.58
H 1.34 5.18 1.01 0.42
C -0.18 4.59 0.09 -0.26
H -1.20 4.46 0.43 0.19
H -0.28 5.68 -0.20 0.23
C -0.11 3.81 -1.03 -0.43
H -0.16 4.28 -1.98 0.24
H 1.01 3.59 -1.23 0.19
C -0.62 2.30 -1.07 -0.23
N -0.20 1.33 -1.88 -0.51
C -0.97 0.18 -1.85 -0.28
H -1.56 -0.17 -0.84 0.24
C -0.66 -0.86 -2.68 -0.24
H -0.49 -0.52 -3.93 0.23
N 0.62 -1.38 -2.13 -0.40
C 1.28 -2.62 -2.88 0.10
C 2.10 -2.59 -3.90 -0.24
C 2.31 -3.92 -4.37 -0.16
C 1.78 -5.03 -3.97 -0.23
C 0.99 -4.97 -2.77 -0.22
C 0.63 -3.69 -2.42 0.24
O -0.24 -3.55 -1.35 -0.59
C -0.84 -4.77 -0.43 -0.15
H -1.61 -5.25 -1.32 0.21
H -1.16 -4.28 0.31 0.19
H -0.01 -5.35 -0.17 0.18
H 0.66 -6.06 -2.35 0.25
H 2.32 -5.88 -4.24 0.23
H 3.31 -4.07 -5.20 0.21
H 2.50 -1.79 -4.43 0.24
C 1.69 -0.12 -2.54 -0.16
C 1.05 0.87 -1.60 -0.21
H 1.77 1.99 -1.67 0.19
H 1.19 0.81 -0.53 0.22
H 2.67 -0.26 -2.13 0.25
H 1.49 0.10 -3.43 0.19
H 0.67 -1.63 -1.22 0.47
H -1.38 -1.76 -2.61 0.28
H -2.17 0.58 -2.29 0.22
H -0.97 2.21 0.02 0.18
H -1.67 2.75 -1.46 0.22
H 1.36 1.12 1.78 0.27
S -0.05 -1.50 1.78 2.20
O 0.67 -1.34 0.39 -0.97
O -1.30 -2.36 1.39 -0.95
N 0.63 -2.07 3.01 -1.04
H 1.89 -1.93 2.99 0.48
H 0.20 -2.78 3.27 0.41
H -2.60 -0.37 2.58 0.22
H -3.45 1.91 3.13 0.21
```

HOMO-LUMO gap = 8.37 eV
spin multiplicity = 1
charge = +1

[2]
DFT (ωB97M-V/def2-TZVPD) results for C22H31N7O3PPdS as an isolated structure.

XYZ file:
```
66
Properties=species:S:1:pos:R:3:nbo_charge:R:1
Pd -0.66 -0.40 0.60 1.24
O -1.41 -3.33 -2.77 -0.94
S -1.13 -2.03 -2.23 2.34
O -2.17 -1.04 -2.23 -1.00
N -0.59 -2.10 -0.71 -1.00
C 0.27 -3.10 -0.29 0.15
C 0.78 -4.15 -1.03 -0.26
C 1.62 -5.12 -0.46 -0.17
C 1.96 -5.09 0.86 -0.22
C 1.48 -4.04 1.67 -0.09
C 1.78 -3.92 3.04 -0.11
C 1.29 -2.87 3.77 -0.27
C 0.51 -1.91 3.11 0.07
N 0.21 -1.99 1.84 -0.49
C 0.66 -3.04 1.09 0.20
C 0.23 -1.35 -3.16 -0.27
C 0.58 -0.02 -2.94 -0.25
C 1.65 0.52 -3.63 -0.22
C 2.37 -0.27 -4.53 -0.20
C 2.00 -1.59 -4.74 -0.21
C 0.92 -2.13 -4.06 -0.20
H 0.50 -4.26 -2.07 0.25
H 1.98 -5.93 -1.09 0.22
H 2.59 -5.86 1.30 0.22
H 2.40 -4.68 3.51 0.23
H 1.50 -2.77 4.83 0.23
H 0.12 -1.05 3.64 0.20
H 0.00 0.59 -2.25 0.24
H 1.93 1.56 -3.48 0.22
H 3.20 0.16 -5.07 0.22
H 2.55 -2.19 -5.46 0.23
H 0.61 -3.15 -4.23 0.24
C 0.94 4.23 3.23 -0.43
N 0.04 3.09 3.25 -0.42
C -1.19 3.18 4.02 -0.42
C 0.24 1.99 2.47 0.65
N -0.66 1.09 2.23 -0.81
N 1.54 1.88 1.98 -0.62
C 2.02 1.17 0.89 0.63
N 3.33 1.45 0.62 -0.80
N 1.30 0.39 0.19 -0.77
H 0.39 5.11 3.57 0.23
H 1.29 4.45 2.23 0.22
H 1.79 4.11 3.91 0.20
H -1.07 3.95 4.77 0.23
H -1.38 2.24 4.54 0.22
H -2.05 3.42 3.40 0.20
H -1.57 1.37 2.56 0.38
H 2.21 2.48 2.43 0.41
H 3.92 1.87 1.31 0.40
H 3.81 0.83 -0.03 0.41
H 1.78 -0.03 -0.60 0.39
C -3.29 3.45 -0.62 -1.01
P -2.84 1.80 -1.18 1.98
C -2.68 1.94 -2.96 -1.02
C -4.27 0.77 -0.83 -1.03
O -1.57 1.36 -0.50 -1.16
H -4.22 3.79 -1.09 0.25
H -2.49 4.15 -0.87 0.25
H -3.43 3.44 0.46 0.24
H -3.58 2.39 -3.39 0.25
H -2.52 0.95 -3.39 0.29
H -1.83 2.58 -3.19 0.25
H -4.51 0.84 0.23 0.24
H -4.03 -0.26 -1.10 0.29
H -5.13 1.11 -1.41 0.25
```

HOMO-LUMO gap (alpha / beta) = 7.62 / 6.65 eV
spin multiplicity = 3
charge = +1
⟨S²⟩ = 2.00

[3]
DFT (ωB97M-V/def2-TZVPD) results for C22H31NO2 as an isolated structure in a non-equilibrium geometry.

XYZ file:
```
56
Properties=species:S:1:pos:R:3:nbo_charge:R:1
C 4.45 0.23 1.74 -0.60
H 3.85 0.06 2.47 0.18
H 5.00 -0.64 1.35 0.20
H 5.24 0.86 1.97 0.20
C 3.71 0.66 0.28 0.00
N 2.75 -0.22 -0.12 -0.52
C 1.49 -0.61 0.66 -0.18
H 1.37 -1.53 0.22 0.21
C 0.27 0.32 -0.03 -0.39
H 0.53 1.32 0.18 0.23
H 0.04 0.31 -0.97 0.20
C -1.00 0.01 0.83 -0.23
C -2.04 0.62 0.45 -0.06
C -2.97 0.54 -0.36 -0.19
C -4.05 1.27 -0.87 -0.08
C -4.23 2.48 0.02 -0.14
C -3.20 2.73 0.90 -0.36
C -2.22 1.99 1.27 0.33
O -1.16 2.51 2.07 -0.70
H -1.52 3.32 2.60 0.49
H -3.38 3.84 1.26 0.20
H -5.10 3.27 -0.20 0.22
C -5.05 0.98 -1.74 -0.13
H -6.09 1.35 -1.38 0.19
O -5.15 -0.35 -2.21 -0.68
H -5.25 -0.90 -1.12 0.41
H -4.72 1.07 -2.77 0.24
H -2.87 -0.34 -0.93 0.21
C -1.36 -1.58 0.96 0.05
C -1.15 -2.32 -0.26 -0.16
C -1.57 -3.50 -0.42 -0.27
C -2.11 -4.25 0.65 -0.17
C -2.15 -3.46 1.97 -0.19
C -1.80 -2.30 1.96 -0.27
H -1.89 -1.68 2.90 0.19
H -2.52 -3.76 2.88 0.21
H -2.36 -5.25 0.57 0.20
H -1.51 -4.15 -1.02 0.19
H -0.82 -1.79 -1.21 0.19
H -0.75 0.26 2.07 0.23
H 1.80 -0.41 1.73 0.24
C 2.72 -0.28 -1.36 -0.03
C 4.08 -1.09 -1.95 -0.67
H 4.98 -0.53 -1.82 0.19
H 4.04 -1.30 -3.10 0.20
H 4.48 -1.99 -1.37 0.21
H 2.13 -1.16 -1.79 0.22
C 2.80 0.76 -2.42 -0.63
H 2.66 0.73 -3.61 0.27
H 1.61 1.48 -2.15 0.13
H 3.51 1.65 -2.36 0.22
H 4.48 1.10 -0.36 0.24
C 3.21 2.23 0.73 -0.62
H 2.61 2.54 0.07 0.17
H 2.40 1.95 1.73 0.15
H 3.82 2.95 1.42 0.23
```

HOMO-LUMO gap = 7.98 eV
spin multiplicity = 1
charge = 0

[4]
DFT (ωB97M-V/def2-TZVPD) results for C22H32AlBrCaCl5N3NaO10S as an isolated structure in a non-equilibrium geometry.

XYZ file:
```
77
Properties=species:S:1:pos:R:3:lowdin_charge:R:1
C 3.12 1.72 -1.76 -0.04
C 1.93 2.23 -2.57 -0.38
C 0.99 1.05 -2.85 -0.12
C 1.18 3.36 -1.81 -0.10
C -0.27 3.37 -2.15 -0.17
C -0.81 3.84 -3.29 -0.48
S 0.18 4.54 -4.58 0.89
C -2.31 3.72 -3.41 -0.40
O -3.01 4.59 -3.88 0.12
C -2.90 2.46 -2.82 -0.14
C -4.06 1.74 -3.39 -0.19
C -3.92 0.40 -3.73 -0.17
C -4.95 -0.39 -4.19 -0.04
C -6.20 0.20 -4.35 -0.03
C -6.36 1.54 -4.03 -0.02
C -5.32 2.32 -3.55 0.01
C -2.34 2.03 -1.68 0.09
C -1.18 2.76 -1.14 -0.34
O -0.98 2.85 0.05 0.19
H 3.65 0.98 -2.35 0.09
H 2.76 1.22 -0.86 0.10
H 3.79 2.52 -1.49 0.10
H 2.27 2.64 -3.52 0.12
H 1.58 0.19 -3.17 0.09
H 0.29 1.31 -3.66 -0.03
H 0.47 0.73 -1.95 0.07
H 1.28 3.16 -0.75 0.13
H 1.62 4.33 -2.01 0.13
H 0.76 5.66 -4.13 -0.06
H -2.96 -0.05 -3.55 -0.04
H -4.79 -1.43 -4.42 0.12
H -7.02 -0.40 -4.70 0.13
H -7.34 1.97 -4.14 0.12
H -5.47 3.35 -3.31 0.11
H -2.72 1.18 -1.14 0.15
C -0.36 -2.28 -0.84 -0.34
O 0.38 -1.33 -1.09 -0.01
N -0.60 -3.27 -1.71 -0.18
C -1.54 -4.36 -1.42 -0.02
C 0.11 -3.27 -2.98 -0.03
H -0.91 -2.39 0.10 0.14
H -1.02 -5.32 -1.44 0.10
H -2.34 -4.38 -2.16 0.09
H -1.97 -4.21 -0.43 0.09
H 1.18 -3.34 -2.82 0.11
H -0.03 -2.31 -3.52 0.02
H -0.23 -4.10 -3.58 0.10
O -7.29 5.94 -2.54 -0.29
H -6.89 6.44 -1.80 0.13
H -7.22 6.51 -3.33 0.13
C 1.48 -3.16 2.22 -0.28
O 0.78 -4.21 1.90 -0.01
H 1.92 -3.20 3.28 0.08
H 2.46 -3.05 1.68 0.14
H 0.98 -2.18 2.15 0.08
C 0.51 -2.71 6.48 -1.93
Cl 1.09 -4.06 7.58 0.51
Cl 1.89 -2.26 5.52 0.71
Cl -0.81 -3.37 5.49 0.55
Cl -0.07 -1.39 7.44 0.66
Na -1.49 3.10 -5.99 0.42
Ca -1.38 -0.04 -4.45 1.34
O 4.41 -0.66 9.30 -0.30
Cl 3.53 -0.85 8.20 0.63
O 4.28 -1.26 7.03 -0.43
O 2.79 0.34 7.90 -0.36
O 2.58 -1.91 8.51 -0.52
Br -9.19 5.45 -2.22 0.85
C 8.00 -2.79 5.73 -0.67
O 8.29 -3.48 4.76 0.03
N 6.70 -2.46 6.00 0.17
N 8.93 -2.31 6.59 0.16
H 6.40 -1.89 6.77 0.07
H 6.01 -2.82 5.37 0.10
H 9.89 -2.54 6.41 0.11
H 8.70 -1.74 7.39 0.10
Al -0.90 -4.59 8.81 0.70
```

HOMO-LUMO gap = 1.29 eV
spin multiplicity = 1
charge = +3

[5]
DFT (ωB97M-V/def2-TZVPD) results for a 4-piece molecular cluster, C22H32BrCl2F14O9P2 overall in a non-equilibrium geometry.

XYZ file:
```
82
Properties=species:S:1:pos:R:3:lowdin_charge:R:1
C 7.62 -0.43 1.97 -0.04
C 6.86 -1.63 1.45 -0.36
F 6.15 -2.27 2.48 -0.03
C 5.98 -1.37 0.21 -0.07
C 4.51 -0.93 0.35 -0.41
C 4.06 -0.43 -1.07 -0.21
C 4.73 -0.94 -2.35 -0.68
C 4.40 -2.38 -2.75 -0.12
Cl 4.13 0.17 -3.68 0.56
O 4.56 0.26 1.13 -0.36
P 3.99 0.21 2.77 0.29
Br 4.89 2.47 3.17 -0.02
O 3.41 -1.37 2.45 -0.34
C 3.43 -1.80 1.13 -0.41
P 1.57 -1.59 0.46 0.67
O 0.85 -1.90 1.87 -0.35
Cl 1.30 0.47 0.37 0.31
C 3.54 -3.39 1.25 -0.40
F 3.43 -3.76 2.54 0.13
F 2.47 -3.97 0.60 0.02
C 4.76 -4.18 0.73 -0.28
F 4.69 -4.31 -0.62 0.06
F 4.72 -5.44 1.24 0.08
H 8.35 -0.76 2.71 0.08
H 6.97 0.34 2.38 0.03
H 8.19 -0.01 1.13 0.09
H 7.62 -2.36 1.13 0.13
H 6.04 -2.24 -0.44 0.10
H 6.46 -0.53 -0.31 0.13
H 4.19 0.65 -1.03 0.11
H 2.99 -0.60 -1.25 0.02
H 5.81 -0.76 -2.36 0.08
H 4.21 -2.44 -3.83 0.05
H 5.22 -3.05 -2.50 0.06
H 3.50 -2.71 -2.24 0.08
H 2.84 0.93 2.41 -0.08
H 3.48 0.11 4.13 -0.04
H 5.25 -0.17 3.25 -0.04
H 0.95 -1.17 2.50 0.05
H 5.72 -3.75 1.01 0.13
C -5.11 2.86 1.63 -0.05
C -4.00 1.93 1.17 -0.19
O -3.02 2.71 0.43 0.03
C -2.10 3.32 1.15 -0.40
O -2.00 3.33 2.34 0.18
C -1.08 4.00 0.22 -0.55
F -1.71 4.66 -0.78 0.14
F -0.31 3.06 -0.34 0.14
F -0.32 4.86 0.88 0.19
H -5.52 3.38 0.77 0.08
H -5.91 2.32 2.12 0.06
H -4.72 3.60 2.32 0.08
H -4.37 1.19 0.47 0.12
H -3.50 1.42 1.98 0.12
C -4.98 -4.55 1.65 -0.06
C -6.32 -3.87 1.56 -0.19
O -6.43 -2.82 2.55 0.04
C -5.89 -1.66 2.23 -0.40
O -5.33 -1.37 1.21 0.17
C -6.10 -0.63 3.37 -0.54
F -5.87 -1.17 4.57 0.18
F -7.36 -0.18 3.34 0.17
F -5.27 0.40 3.19 0.16
H -4.81 -4.94 2.65 0.08
H -4.95 -5.39 0.94 0.08
H -4.17 -3.87 1.40 0.08
H -7.14 -4.55 1.80 0.12
H -6.50 -3.44 0.58 0.12
C -2.63 4.47 -3.68 -0.06
C -3.11 3.13 -4.20 -0.18
O -4.52 3.18 -4.54 0.04
C -4.81 3.67 -5.73 -0.41
O -4.07 4.07 -6.57 0.17
C -6.35 3.61 -5.94 -0.55
F -7.01 4.02 -4.86 0.17
F -6.72 2.35 -6.20 0.16
F -6.70 4.37 -6.97 0.17
H -3.23 4.79 -2.83 0.08
H -1.59 4.38 -3.35 0.08
H -2.69 5.24 -4.45 0.08
H -3.04 2.37 -3.43 0.13
H -2.54 2.81 -5.07 0.13
```

HOMO-LUMO gap = 7.04 eV
spin multiplicity = 1
charge = -1

[6]
DFT (ωB97M-V/def2-TZVPD) results for a 2-piece molecular cluster, C22H32BrF2NOSi overall in a non-equilibrium geometry.

XYZ file:
```
60
Properties=species:S:1:pos:R:3:nbo_charge:R:1
C 0.12 0.77 5.06 -0.63
C -0.08 0.03 3.73 0.02
C 0.98 -0.55 3.05 -0.26
C 0.74 -1.18 1.85 -0.11
C -0.51 -1.25 1.27 -0.12
C -0.83 -1.93 -0.02 -0.30
N -0.53 -1.17 -1.29 -0.46
Br 1.29 -0.52 -1.41 0.29
C -1.54 -0.14 -1.68 0.83
F -2.60 -0.86 -2.15 -0.32
F -1.98 0.56 -0.64 -0.29
C -1.09 0.82 -2.79 -0.49
C -0.57 2.19 -2.25 -0.87
Si 0.86 2.91 -3.28 1.63
C 0.73 4.80 -3.26 -1.11
C 0.96 2.19 -5.02 -1.12
C 2.46 2.47 -2.34 -0.47
C 2.71 2.88 -1.04 -0.16
C 3.87 2.55 -0.39 -0.22
C 4.84 1.78 -1.00 -0.21
C 4.59 1.34 -2.29 -0.21
C 3.43 1.67 -2.95 -0.23
C -1.54 -0.68 2.00 -0.13
C -1.36 -0.05 3.21 -0.23
H -0.60 0.40 5.79 0.23
H 1.16 0.63 5.36 0.21
H -0.04 1.84 4.84 0.22
H 1.99 -0.50 3.45 0.21
H 1.57 -1.64 1.31 0.19
H -1.88 -2.28 -0.01 0.33
H -0.23 -2.86 -0.06 0.26
H -0.57 -1.87 -2.04 0.46
H -0.42 0.36 -3.52 0.23
H -2.01 1.06 -3.34 0.25
H -0.17 2.07 -1.24 0.25
H -1.41 2.90 -2.26 0.24
H 1.54 5.26 -2.67 0.25
H 0.79 5.20 -4.28 0.24
H -0.21 5.14 -2.80 0.24
H 1.14 1.11 -4.93 0.23
H 1.82 2.64 -5.53 0.25
H 0.03 2.39 -5.57 0.25
H 1.98 3.49 -0.49 0.20
H 4.05 2.88 0.63 0.22
H 5.77 1.53 -0.50 0.22
H 5.34 0.71 -2.77 0.22
H 3.28 1.29 -3.96 0.21
H -2.53 -0.76 1.55 0.22
H -2.24 0.35 3.70 0.22
C -2.10 -3.95 3.66 -0.62
C -3.12 -4.11 2.52 0.11
C -3.87 -5.44 2.69 -0.62
O -2.44 -4.13 1.32 -0.96
H -1.35 -4.75 3.68 0.19
H -1.57 -3.00 3.55 0.18
H -2.58 -3.95 4.65 0.17
H -3.88 -3.31 2.68 0.08
H -3.18 -6.29 2.66 0.19
H -4.62 -5.58 1.91 0.20
H -4.39 -5.47 3.66 0.17
```

HOMO-LUMO gap = 3.38 eV
spin multiplicity = 1
charge = 0